# C48H42BrGeIrN4O2S2Se

A structure of composition C48H42BrGeIrN4O2S2Se at a distorted geometry (ωB97M-V/def2-TZVPD, the Open Molecules 2025 dataset).

Computed properties:
HOMO energy (spin up / spin down): -3.78 / -4.34 eV
total charge: -1
expectation value of S²: 0.75
relative energy (zero: lowest compared OMol25 entry of this formula, charge and spin): 90.96 kJ/mol
spin multiplicity: 2
LUMO level (spin up / spin down): 1.460 / 1.477 eV
largest force on an atom: 0.0347 Eh/bohr
frontier orbital gap (spin up / spin down): 5.24 / 5.82 eV

Positions of all 102 atoms, in Å:
Ir1 -1.33815 -0.94805 0.18811
Br1 0.05554 2.56590 -5.01774
Se1 -3.95726 1.19100 1.42766
Ge1 1.93290 0.79142 -0.17816
S1 -3.70559 -1.57197 0.03740
S2 1.84671 -2.14352 0.39001
O1 -1.66452 -0.08636 -1.66430
O2 0.15821 0.66736 -2.73371
N1 -2.20534 0.80370 1.53082
N2 -1.16141 -2.49305 1.81684
N3 -1.32421 -3.21233 -1.23125
N4 -3.82536 2.56921 2.53839
C1 0.76806 -0.79825 -0.14987
C2 3.39680 0.57991 -1.48336
C3 1.50369 4.80812 -1.39017
C4 0.09207 -2.84331 2.51370
C5 -1.93547 1.77334 -3.04150
C6 3.58055 0.60938 3.81024
C7 -2.56350 2.66782 2.91115
C8 0.15448 5.08761 -1.22926
C9 -1.03296 0.69257 -2.45525
C10 1.99536 3.54988 -1.06979
C11 1.08034 -3.84852 4.51306
C12 -2.15849 -2.03656 2.82693
C13 4.07837 1.93482 1.44209
C14 -0.25963 -3.22609 -2.23033
C15 -0.01353 -3.42827 3.78296
C16 -0.69348 4.10110 -0.74952
C17 4.27820 0.80339 -3.72944
C18 1.36648 -2.70243 1.96922
C19 -5.13328 -3.75212 -3.01544
C20 0.18309 2.70221 3.47963
C21 -3.74043 -2.66992 -1.33681
C22 5.44123 0.14405 -3.35674
C23 5.58466 -0.30487 -2.05291
C24 4.57091 -0.08514 -1.12890
C25 -0.19299 2.84587 -0.43169
C26 -1.58703 2.65393 -4.05928
C27 -4.97307 -2.86239 -1.97076
C28 -1.69884 -3.73907 1.17958
C29 -0.27609 1.75075 2.64060
C30 4.88343 2.17021 2.54732
C31 -2.44430 3.67231 -4.45745
C32 2.47230 -3.11547 2.73500
C33 -0.71043 3.66527 4.07466
C34 -2.63722 -3.40107 -1.79608
C35 4.63647 1.50576 3.74059
C36 -1.02080 -4.11547 -0.12170
C37 -2.03682 3.66261 3.80615
C38 3.00299 1.04535 1.48692
C39 3.26542 1.01313 -2.80372
C40 1.15759 2.54626 -0.58387
C41 -2.81342 -4.29818 -2.84955
C42 -3.19191 1.93887 -2.45397
C43 -3.67362 3.82721 -3.84192
C44 2.34832 -3.68786 3.97828
C45 -4.04240 -4.48502 -3.46090
C46 -1.66942 1.69391 2.34442
C47 2.78047 0.38972 2.69659
C48 -4.05364 2.94898 -2.83637
H1 4.15220 1.15049 -4.74832
H2 6.23053 -0.02294 -4.08061
H3 -1.31626 -5.15046 -0.36511
H4 -1.96480 -4.86474 -3.20610
H5 -2.71719 4.38815 4.23124
H6 -5.01626 3.04971 -2.35207
H7 -0.29463 4.41236 4.73840
H8 4.30397 2.45497 0.51690
H9 -0.98618 -3.58121 4.22001
H10 1.24391 2.75651 3.69544
H11 -0.06395 -4.22644 -2.64008
H12 -4.13775 -5.18489 -4.28162
H13 -2.76461 -3.58281 1.01691
H14 6.48587 -0.82613 -1.75264
H15 -1.75454 4.29793 -0.64228
H16 -4.33205 4.62735 -4.15642
H17 3.45463 -2.94213 2.31415
H18 0.37240 1.03999 2.15524
H19 0.06229 -4.11636 0.01275
H20 1.96914 -0.31746 2.78191
H21 -2.13612 4.33882 -5.25087
H22 5.70919 2.86818 2.47610
H23 2.17314 5.56634 -1.77875
H24 -0.23707 6.06388 -1.48945
H25 3.04962 3.34814 -1.22173
H26 0.70230 -1.01220 -1.21923
H27 0.93658 -4.29029 5.49057
H28 -0.87282 2.07011 -0.10675
H29 5.26339 1.68205 4.60634
H30 3.23027 -3.98417 4.53117
H31 3.37541 0.07369 4.72974
H32 -5.81327 -2.27446 -1.62255
H33 -6.10283 -3.86160 -3.48564
H34 -1.71553 -1.24746 3.43151
H35 0.66208 -2.88319 -1.76601
H36 -0.51950 -2.54993 -3.04364
H37 -3.46513 1.23130 -1.68056
H38 4.70032 -0.43876 -0.11138
H39 -1.57648 -4.56207 1.89472
H40 -2.49049 -2.85215 3.47414
H41 -3.03219 -1.66685 2.30311
H42 2.35231 1.50113 -3.11504

Löwdin population analysis, charges in e, atoms 1 to 99: Ir 0.935; Br 0.782; Se 1.089; Ge 0.935; S 0.561; S 0.897; O -0.231; O -0.035; N -0.320; N -0.235; N -0.192; N -0.239; C -0.737; C -0.257; C -0.092; C -0.223; C -0.142; C -0.094; C -0.392; C -0.097; C -0.609; C -0.110; C -0.090; C -0.134; C -0.112; C -0.084; C -0.044; C -0.076; C -0.090; C -0.485; C -0.111; C -0.047; C -0.549; C -0.112; C -0.103; C -0.119; C -0.109; C -0.585; C -0.131; C -0.183; C -0.028; C -0.095; C -0.153; C -0.134; C -0.073; C -0.257; C -0.110; C -0.168; C -0.031; C -0.256; C -0.101; C -0.242; C -0.040; C -0.027; C -0.095; C -0.096; C -0.106; C -0.386; C -0.131; C -0.081; H 0.097; H 0.091; H 0.132; H 0.099; H 0.106; H 0.099; H 0.098; H 0.093; H 0.095; H 0.103; H 0.082; H 0.091; H 0.067; H 0.093; H 0.105; H 0.097; H 0.096; H 0.064; H 0.090; H 0.080; H 0.085; H 0.095; H 0.095; H 0.095; H 0.088; H -0.053; H 0.097; H 0.071; H 0.092; H 0.100; H 0.099; H 0.089; H 0.093; H 0.097; H 0.030; H 0.106; H 0.082; H 0.092; H 0.128

=====

# C13H23BrCsF9InO6PV

A structure of composition C13H23BrCsF9InO6PV at a distorted geometry (ωB97M-V/def2-TZVPD, the Open Molecules 2025 dataset).

Computed properties:
HOMO energy: -9.43 eV
total charge: +1
spin multiplicity: 1
LUMO level: -7.691 eV
largest force on an atom: 0.0540 Eh/bohr
frontier orbital gap: 1.74 eV

Positions of all 56 atoms, in Å:
Cs1 5.65044 1.60836 6.87760
In1 0.37276 -4.20395 -0.54329
Br1 -3.02529 -2.10454 -0.97317
V1 2.88965 0.95910 5.07432
P1 -2.20091 -4.07281 -0.46715
F1 1.26120 -0.07618 1.89283
F2 3.18904 2.74075 -0.48900
F3 1.16551 2.88972 2.25800
F4 3.40599 1.79810 1.37254
F5 0.56959 3.53034 0.30123
F6 2.26152 4.34902 1.23581
F7 2.79659 0.12701 -0.54046
F8 -0.31601 0.90549 0.86755
F9 1.22425 1.32843 -1.26503
O1 -3.32215 5.45408 -2.38068
O2 -2.25874 2.80382 -3.07124
O3 3.71519 2.42032 5.52802
O4 2.10364 -0.48443 4.64712
O5 -2.68415 -5.01788 -1.66770
O6 2.39691 -4.76403 2.26265
C1 -2.29213 6.01841 -3.17750
C2 1.57177 3.25004 1.06901
C3 1.81458 0.92928 -0.15840
C4 1.29206 -5.62518 2.08231
C5 0.07987 -5.02226 2.77195
C6 -4.05675 4.44323 -3.05130
C7 2.50885 2.16199 0.49743
C8 0.78709 0.16877 0.68757
C9 0.31997 -1.13777 0.05114
C10 -1.31109 2.97113 -2.03099
C11 1.04430 -5.97159 0.62282
C12 -3.59294 3.05692 -2.65302
C13 1.32585 -2.26765 0.15626
H1 -4.23020 2.31886 -3.15146
H2 -0.32368 3.04100 -2.48416
H3 -1.61289 6.55281 -2.51480
H4 -0.70832 -5.76378 2.86759
H5 -0.04443 -0.95318 -0.95712
H6 0.39591 -4.73504 3.76905
H7 2.14592 -2.15534 -0.55025
H8 0.77162 -4.54335 -2.25026
H9 1.71426 -2.40900 1.15739
H10 -2.71752 6.72979 -3.89251
H11 2.95181 -4.82023 1.47582
H12 -0.54011 -1.41364 0.65665
H13 -2.69524 -4.46093 -2.47180
H14 0.34796 -6.80519 0.54927
H15 -1.49441 3.87843 -1.45214
H16 1.98863 -6.30529 0.18893
H17 -3.99622 4.57440 -4.13574
H18 -1.72745 5.25514 -3.71669
H19 1.51058 -6.56984 2.59651
H20 -3.69291 2.91434 -1.57202
H21 -5.10442 4.55812 -2.75661
H22 -0.29389 -4.15737 2.21887
H23 -1.33144 2.10326 -1.36175

List of Löwdin charges in e, atom by atom: Cs 1.150; In 0.633; Br 0.459; V 0.767; P 0.551; F 0.153; F 0.179; F 0.209; F 0.204; F 0.229; F 0.217; F 0.182; F 0.139; F 0.178; O -0.189; O -0.187; O -1.057; O -0.622; O -0.357; O -0.035; C -0.106; C -0.633; C -0.399; C -0.556; C -0.053; C -0.204; C -0.390; C -0.496; C -0.202; C -0.121; C -0.222; C -0.206; C -0.152; H 0.122; H 0.089; H 0.090; H 0.087; H 0.111; H 0.094; H 0.069; H -0.040; H 0.065; H 0.091; H 0.086; H 0.086; H 0.068; H 0.058; H 0.085; H 0.054; H 0.128; H 0.083; H 0.143; H 0.125; H 0.127; H 0.040; H 0.073

=====

# C4H11NO2

A cluster of 3 separate species, C4H11NO2 in total at a distorted geometry (ωB97M-V/def2-TZVPD, the Open Molecules 2025 dataset).

Computed properties:
HOMO energy: -9.34 eV
SMILES string: C=N/C=C/C.O.O
relative energy (zero: lowest compared OMol25 entry of this formula, charge and spin): 222.20 kJ/mol
spin multiplicity: 1
LUMO level: 0.339 eV
largest force on an atom: 0.0217 Eh/bohr
frontier orbital gap: 9.68 eV

Positions of all 18 atoms, in Å:
O1 -3.92810 2.98093 -2.64472
O2 3.22757 1.16121 0.44634
N1 0.59350 0.30156 1.55758
C1 0.80833 -1.46573 -0.00348
C2 0.43660 -2.72591 -0.71151
C3 0.22384 -0.99347 1.07882
C4 -0.33823 1.13189 1.75273
H1 -0.21356 -2.54293 -1.56355
H2 1.65767 -0.85877 -0.30489
H3 -3.28837 3.01528 -1.92075
H4 -0.10470 -3.38805 -0.05037
H5 -1.38676 0.84620 1.82311
H6 2.99312 1.93452 -0.08753
H7 -3.92414 2.05736 -2.91735
H8 -0.64603 -1.42145 1.56837
H9 1.34182 -3.23897 -1.05226
H10 0.00009 2.14895 1.90112
H11 2.54739 1.05739 1.12834

List of Löwdin charges in e, atom by atom: O -0.064; O -0.086; N -0.044; C -0.147; C -0.097; C -0.182; C -0.039; H 0.072; H 0.097; H 0.032; H 0.068; H 0.077; H 0.034; H 0.031; H 0.111; H 0.076; H 0.068; H -0.008

=====

# C4H7NO2

The molecule C4H7NO2 at a distorted geometry (ωB97M-V/def2-TZVPD, the Open Molecules 2025 dataset).

Computed properties:
HOMO energy: -9.93 eV
SMILES string: CC(=O)NCC=O
relative energy (zero: lowest compared OMol25 entry of this formula, charge and spin): 144.25 kJ/mol
spin multiplicity: 1
LUMO level: 0.332 eV
largest force on an atom: 0.0542 Eh/bohr
frontier orbital gap: 10.26 eV

Positions of all 14 atoms, in Å:
O1 2.92356 0.53806 0.00312
O2 -2.22018 1.04093 0.56055
N1 -0.55953 0.50559 -0.85350
C1 -1.11737 -1.12733 0.93494
C2 -1.33075 0.26628 0.30188
C3 1.79669 0.92699 -0.19758
C4 0.84344 0.07216 -0.96292
H1 1.31501 1.61476 0.54213
H2 -0.90726 -1.75926 0.05366
H3 -0.14271 -1.05154 1.49959
H4 1.21811 -0.17796 -1.94308
H5 0.82888 -0.87996 -0.40984
H6 -1.93117 -1.41933 1.65993
H7 -0.71670 1.45060 -1.18889

List of Löwdin charges in e, atom by atom: O 0.055; O 0.060; N 0.034; C -0.003; C -0.527; C -0.241; C -0.161; H 0.137; H 0.082; H 0.093; H 0.126; H 0.107; H 0.105; H 0.133

=====

> What is the spin multiplicity in the first record?

2

=====

> Which value of largest force on an atom does entry 3 give?

0.0217 Eh/bohr

=====

> Number 4 is which compound?

C4H7NO2